{"formula": "C46H28Cl4N5O2Ru", "method": "wB97M-V/def2-TZVPD", "e_tot_ha": -4129.52810, "total_charge": 1, "molar_mass_g_mol": 925.65, "gap_ev": [5.5, 5.6], "e_above_lowest_kj_mol": 0.0, "species": ["Ru", "Cl", "C", "C", "C", "C", "C", "C", "C", "C", "C", "C", "C", "C", "C", "C", "C", "C", "Cl", "C", "C", "C", "N", "C", "C", "C", "C", "C", "C", "Cl", "C", "C", "C", "C", "C", "C", "N", "C", "C", "C", "C", "C", "N", "C", "C", "C", "C", "Cl", "C", "C", "C", "C", "N", "H", "H", "H", "H", "H", "H", "H", "H", "H", "H", "H", "H", "H", "H", "H", "H", "H", "H", "H", "H", "H", "H", "H", "H", "N", "C", "C", "O", "O", "H", "H", "H", "H"], "coordinates": [[-0.391, -0.444, -0.079], [-2.087, 6.264, -6.492], [-1.876, 5.016, -5.325], [-2.615, 3.846, -5.422], [-2.443, 2.845, -4.484], [-1.537, 2.996, -3.435], [-0.814, 4.190, -3.346], [-0.972, 5.191, -4.286], [-1.269, 1.937, -2.439], [-0.843, 0.674, -2.897], [-0.708, 0.236, -4.251], [0.116, -0.847, -4.233], [0.502, -1.049, -2.872], [1.681, -1.689, -2.445], [2.486, -2.369, -3.483], [3.769, -1.919, -3.798], [4.505, -2.526, -4.799], [3.967, -3.603, -5.489], [4.882, -4.363, -6.735], [2.695, -4.067, -5.186], [1.957, -3.444, -4.196], [2.181, -1.581, -1.146], [1.506, -1.092, -0.048], [2.213, -1.477, 1.070], [1.728, -1.561, 2.378], [2.646, -2.016, 3.442], [3.857, -1.345, 3.638], [4.735, -1.731, 4.632], [4.409, -2.804, 5.450], [5.499, -3.294, 6.691], [3.211, -3.482, 5.277], [2.338, -3.089, 4.279], [0.432, -1.150, 2.755], [-0.095, -1.121, 4.083], [-1.164, -0.279, 4.068], [-1.276, 0.216, 2.733], [-0.357, -0.407, 1.932], [-1.892, 1.422, 2.355], [-1.719, 2.014, 1.096], [-2.334, 3.244, 0.699], [-2.097, 3.414, -0.624], [-1.367, 2.270, -1.081], [-1.089, 1.455, -0.001], [-2.626, 2.163, 3.406], [-2.196, 3.435, 3.789], [-2.837, 4.129, 4.799], [-3.929, 3.556, 5.436], [-4.736, 4.416, 6.692], [-4.368, 2.291, 5.074], [-3.714, 1.600, 4.069], [3.440, -2.095, 0.645], [3.411, -2.173, -0.703], [-0.177, -0.185, -2.069], [-3.326, 3.725, -6.227], [-3.052, 1.952, -4.544], [-0.096, 4.315, -2.547], [-0.400, 6.106, -4.220], [-1.142, 0.691, -5.123], [0.465, -1.406, -5.084], [4.181, -1.064, -3.277], [5.494, -2.168, -5.052], [2.288, -4.914, -5.721], [0.971, -3.817, -3.944], [4.097, -0.490, 3.019], [5.669, -1.206, 4.776], [2.972, -4.320, 5.917], [1.428, -3.653, 4.116], [0.302, -1.626, 4.945], [-1.760, 0.025, 4.911], [-2.930, 3.870, 1.340], [-2.449, 4.213, -1.253], [-1.328, 3.872, 3.313], [-2.492, 5.109, 5.099], [-5.220, 1.854, 5.577], [-4.074, 0.618, 3.784], [4.194, -2.486, 1.304], [4.142, -2.636, -1.341], [-2.623, -0.790, -0.144], [-2.892, -2.121, 0.423], [-1.723, -3.074, 0.105], [-1.879, -4.266, 0.194], [-0.629, -2.469, -0.243], [-3.149, -0.070, 0.341], [-2.904, -0.770, -1.119], [-3.805, -2.570, 0.036], [-2.967, -2.052, 1.508]], "mulliken_charge": [-1.539, -0.186, 0.343, -0.945, -0.420, -0.293, -0.192, -0.978, 1.454, 0.213, -1.350, -1.248, 0.070, 1.567, -0.332, -0.162, -0.996, 0.358, -0.190, -0.938, -0.250, 0.365, 0.581, 0.417, 1.322, -0.344, -0.190, -0.981, 0.357, -0.189, -0.940, -0.382, 0.299, -1.371, -1.393, 0.195, 0.964, 1.275, 0.464, -1.322, -1.264, 0.284, 0.622, -0.269, -0.121, -1.032, 0.337, -0.187, -0.945, -0.366, -1.252, -1.385, 0.803, 0.419, 0.593, 0.500, 0.429, 0.590, 0.594, 0.559, 0.422, 0.433, 0.549, 0.519, 0.431, 0.427, 0.603, 0.605, 0.599, 0.578, 0.514, 0.545, 0.426, 0.426, 0.488, 0.507, 0.559, -0.075, -0.479, 0.536, -0.645, -0.227, 0.272, 0.297, 0.505, 0.164]}

=====

{"formula": "C37H99F3N9O12PtS", "method": "wB97M-V/def2-TZVPD", "e_tot_ha": -3681.42925, "total_charge": 1, "molar_mass_g_mol": 1146.39, "gap_ev": [8.1, 6.2], "e_above_lowest_kj_mol": 55.9, "multiplicity": 3, "s2": 2.003, "species": ["Pt", "C", "F", "F", "F", "S", "O", "O", "O", "C", "C", "C", "O", "C", "N", "H", "H", "H", "H", "H", "H", "H", "H", "H", "H", "H", "C", "C", "C", "O", "C", "N", "H", "H", "H", "H", "H", "H", "H", "H", "H", "H", "H", "C", "C", "C", "O", "C", "N", "H", "H", "H", "H", "H", "H", "H", "H", "H", "H", "H", "C", "C", "C", "O", "C", "N", "H", "H", "H", "H", "H", "H", "H", "H", "H", "H", "H", "C", "C", "C", "O", "C", "N", "H", "H", "H", "H", "H", "H", "H", "H", "H", "H", "H", "C", "C", "C", "O", "C", "N", "H", "H", "H", "H", "H", "H", "H", "H", "H", "H", "H", "C", "C", "C", "O", "C", "N", "H", "H", "H", "H", "H", "H", "H", "H", "H", "H", "H", "C", "C", "C", "O", "C", "N", "H", "H", "H", "H", "H", "H", "H", "H", "H", "H", "H", "C", "C", "C", "O", "C", "N", "H", "H", "H", "H", "H", "H", "H", "H", "H", "H", "H"], "coordinates": [[-3.174, -0.169, -0.859], [0.927, 0.660, 0.968], [0.138, 0.193, 1.916], [0.867, 1.987, 0.912], [2.190, 0.356, 1.144], [0.301, 0.023, -0.696], [-1.124, 0.445, -0.770], [1.105, 0.685, -1.685], [0.447, -1.418, -0.638], [4.118, 2.679, -3.687], [2.804, 2.280, -4.349], [2.710, 0.812, -4.721], [3.717, 0.475, -5.663], [3.436, -0.646, -6.431], [1.648, 2.737, -3.516], [4.274, 2.252, -2.695], [4.062, 3.745, -3.458], [4.919, 2.492, -4.401], [2.665, 2.885, -5.252], [1.690, 0.603, -5.072], [2.898, 0.145, -3.871], [4.273, -0.859, -7.101], [2.462, -0.692, -6.922], [3.558, -1.577, -5.843], [1.591, 1.952, -2.845], [0.871, 2.560, -4.157], [-3.685, -3.784, -3.003], [-2.545, -3.325, -2.065], [-1.208, -4.096, -2.221], [-1.324, -5.461, -2.505], [-1.913, -6.155, -1.420], [-2.342, -1.861, -2.093], [-4.408, -2.970, -3.104], [-4.219, -4.677, -2.705], [-3.244, -3.795, -4.004], [-2.812, -3.608, -1.043], [-0.619, -3.817, -1.339], [-0.667, -3.646, -3.058], [-1.659, -5.670, -0.469], [-1.576, -7.178, -1.253], [-3.004, -6.167, -1.489], [-2.329, -1.615, -3.080], [-1.383, -1.826, -1.729], [-3.790, 1.596, 2.963], [-3.106, 0.809, 1.817], [-3.409, -0.674, 2.051], [-2.795, -1.401, 0.967], [-2.163, -2.619, 1.314], [-3.681, 1.414, 0.601], [-3.678, 2.673, 2.894], [-3.389, 1.164, 3.884], [-4.846, 1.314, 3.027], [-2.030, 0.962, 1.864], [-4.485, -0.873, 2.024], [-3.039, -0.949, 3.038], [-1.756, -2.649, 2.328], [-1.279, -2.727, 0.684], [-2.773, -3.521, 1.218], [-4.693, 1.476, 0.708], [-3.409, 2.386, 0.804], [0.554, -7.020, 4.899], [1.036, -5.548, 4.796], [-0.032, -4.796, 4.056], [0.325, -3.409, 3.825], [1.062, -3.155, 2.664], [1.162, -5.107, 6.229], [-0.053, -7.286, 4.028], [-0.231, -7.025, 5.658], [1.326, -7.724, 5.191], [1.958, -5.346, 4.242], [-0.947, -4.638, 4.631], [-0.324, -5.279, 3.120], [1.557, -2.182, 2.681], [0.508, -3.167, 1.721], [1.907, -3.832, 2.490], [1.086, -4.085, 6.157], [2.178, -5.163, 6.329], [-1.665, 6.051, -2.450], [-1.529, 4.973, -1.366], [-2.742, 5.102, -0.422], [-2.566, 4.100, 0.580], [-1.812, 4.473, 1.720], [-1.399, 3.659, -1.980], [-2.212, 5.596, -3.281], [-0.684, 6.290, -2.864], [-2.203, 6.943, -2.138], [-0.601, 5.145, -0.808], [-3.640, 4.936, -1.023], [-2.854, 6.092, 0.022], [-2.332, 5.163, 2.393], [-0.870, 4.987, 1.503], [-1.571, 3.552, 2.245], [-0.542, 3.743, -2.525], [-1.180, 2.923, -1.314], [3.298, 3.586, 0.888], [4.652, 4.365, 0.844], [5.714, 3.636, 1.616], [6.944, 4.310, 1.625], [7.082, 5.314, 2.610], [4.936, 4.509, -0.597], [2.802, 3.678, 1.861], [3.465, 2.511, 0.782], [2.623, 3.828, 0.070], [4.472, 5.365, 1.256], [5.852, 2.648, 1.163], [5.405, 3.369, 2.635], [6.388, 6.141, 2.434], [8.082, 5.738, 2.557], [6.930, 4.867, 3.596], [5.951, 4.432, -0.656], [4.666, 5.440, -0.883], [-4.015, -0.155, -4.729], [-3.006, 0.838, -4.159], [-3.072, 2.156, -4.965], [-4.378, 2.681, -4.686], [-4.476, 4.043, -5.074], [-3.280, 1.116, -2.741], [-3.980, -0.027, -5.808], [-5.036, 0.001, -4.374], [-3.788, -1.167, -4.394], [-2.008, 0.399, -4.254], [-2.909, 2.122, -6.043], [-2.270, 2.800, -4.587], [-4.721, 4.277, -6.110], [-3.535, 4.553, -4.844], [-5.183, 4.534, -4.404], [-3.059, 2.100, -2.540], [-4.300, 1.216, -2.789], [2.052, -4.780, -3.177], [2.673, -4.165, -1.906], [3.432, -5.265, -1.173], [2.525, -6.182, -0.569], [3.215, -7.185, 0.139], [3.503, -3.032, -2.329], [1.508, -5.711, -3.013], [2.797, -4.966, -3.951], [1.294, -4.093, -3.560], [1.840, -3.770, -1.313], [4.185, -4.913, -0.458], [4.003, -5.886, -1.877], [2.569, -7.555, 0.931], [4.151, -6.840, 0.595], [3.577, -7.973, -0.532], [2.889, -2.354, -2.777], [3.765, -2.499, -1.500], [-1.296, 2.154, 7.797], [-1.899, 1.335, 6.644], [-0.927, 1.285, 5.460], [-1.190, 2.467, 4.673], [0.050, 3.026, 4.255], [-2.111, -0.015, 7.213], [-0.351, 1.731, 8.132], [-2.048, 2.169, 8.587], [-1.063, 3.182, 7.506], [-2.887, 1.711, 6.359], [-1.262, 0.434, 4.854], [0.095, 1.199, 5.817], [0.532, 2.403, 3.496], [0.761, 2.970, 5.088], [-0.113, 4.070, 4.001], [-2.839, 0.122, 7.904], [-2.463, -0.597, 6.458]], "lowdin_spin": [1.499, 0.004, 0.001, 0.000, 0.001, 0.010, 0.091, 0.014, -0.002, 0.000, 0.000, 0.000, 0.000, 0.000, 0.000, 0.000, 0.000, 0.000, 0.000, 0.000, 0.000, 0.000, 0.000, 0.000, 0.000, 0.000, 0.001, 0.010, 0.003, 0.002, 0.000, 0.060, 0.001, 0.000, 0.000, 0.001, 0.000, 0.000, 0.000, 0.000, 0.000, 0.002, 0.000, 0.004, 0.004, 0.006, 0.068, 0.010, 0.063, 0.000, 0.001, 0.000, 0.000, 0.001, 0.001, 0.002, 0.000, 0.000, 0.007, 0.003, 0.000, 0.000, 0.000, 0.000, 0.000, 0.000, 0.000, 0.000, 0.000, 0.000, 0.000, 0.000, 0.000, 0.000, 0.000, 0.000, 0.000, 0.000, 0.000, 0.000, 0.000, 0.000, 0.000, 0.000, 0.000, 0.000, 0.000, 0.000, 0.000, 0.000, 0.000, 0.000, 0.000, 0.000, 0.000, 0.000, 0.000, 0.000, 0.000, 0.000, 0.000, 0.000, 0.000, 0.000, 0.000, 0.000, 0.000, 0.000, 0.000, 0.000, 0.000, 0.000, 0.011, 0.006, 0.001, 0.000, 0.106, 0.000, 0.000, 0.000, 0.001, 0.001, 0.000, 0.000, 0.000, 0.000, 0.001, 0.005, 0.000, 0.000, 0.000, 0.000, 0.000, 0.000, 0.000, 0.000, 0.000, 0.000, 0.000, 0.000, 0.000, 0.000, 0.000, 0.000, 0.000, 0.000, 0.000, 0.000, 0.000, 0.000, 0.000, 0.000, 0.000, 0.000, 0.000, 0.000, 0.000, 0.000, 0.000, 0.000, 0.000, 0.000]}